{
  "formula": "C7H10ClN2O",
  "method": "ωB97M-V/def2-TZVPD",
  "homo_ev": -13.20,
  "charge": 1,
  "spin_multiplicity": 1,
  "gap_ha": 0.2789,
  "elements": ["C", "C", "C", "C", "C", "C", "C", "N", "N", "O", "Cl", "H", "H", "H", "H", "H", "H", "H", "H", "H", "H"],
  "positions_angstrom": [[1.0525, -0.5314, 0.8266], [-0.4320, -0.0074, 1.0709], [-1.5227, -0.3109, 0.4963], [-0.0255, 1.2468, 2.1089], [1.3789, -0.4095, -0.6793], [0.3796, -1.0427, -1.7763], [-1.0562, 0.5083, -2.7835], [-0.7987, -0.2666, -1.8244], [-0.4681, 0.9040, 3.3237], [0.4759, 2.1022, 1.5031], [-3.1175, -0.5766, 0.3879], [1.7844, -0.0527, 1.3776], [1.4319, 0.7155, -1.0881], [2.3442, -0.8115, -0.9550], [0.8761, -0.8695, -2.6655], [-0.0130, -2.1258, -1.6070], [1.1816, -1.5127, 1.3681], [-0.2651, 0.6961, -3.5292], [-2.0905, 0.9045, -3.0996], [-1.0409, 0.0636, 3.3819], [-0.0749, 1.3766, 4.1627]]
}


{
  "formula": "C7H10ClN2O2P",
  "method": "ωB97M-V/def2-TZVPD",
  "homo_ev": [-8.70, -8.57],
  "spin_multiplicity": 1,
  "gap_ha": [0.2711, 0.2556],
  "elements": ["C", "C", "C", "C", "C", "C", "C", "N", "N", "O", "O", "P", "Cl", "H", "H", "H", "H", "H", "H", "H", "H", "H", "H"],
  "positions_angstrom": [[-1.0569, 2.1380, -0.0708], [-1.9695, 1.2794, -0.0196], [0.4340, 1.8647, 0.2702], [0.3153, -0.5789, 0.7485], [3.2018, -0.0969, -0.2166], [-2.5053, -2.1523, -1.2314], [2.3360, 0.6490, 0.8248], [-1.0071, -0.7671, 0.4624], [0.9564, 0.6433, 0.4740], [1.1900, 2.8835, 0.2117], [0.9699, -1.5096, 1.2046], [-2.0063, -2.0377, 0.4667], [-3.5889, 1.0397, -0.5687], [-1.3028, 3.2211, -0.3159], [3.2140, -1.1321, 0.1696], [2.7795, -0.0390, -1.2893], [4.1740, 0.2858, -0.1176], [-1.7512, -2.4952, -1.9101], [-2.5657, -1.0406, -1.4811], [-3.4808, -2.5757, -1.3441], [2.3157, 0.2052, 1.8180], [2.5973, 1.7139, 0.9670], [-3.2494, -1.4987, 0.9478]]
}


{
  "formula": "C7H10ClN3O",
  "method": "ωB97M-V/def2-TZVPD",
  "homo_ev": [-8.86, -8.86],
  "spin_multiplicity": 1,
  "gap_ha": [0.3241, 0.3240],
  "elements": ["C", "C", "C", "C", "C", "C", "C", "N", "N", "N", "O", "Cl", "H", "H", "H", "H", "H", "H", "H", "H", "H", "H"],
  "positions_angstrom": [[-3.3541, 1.3636, -0.1869], [-2.7159, 0.4955, -0.9692], [-2.0642, 0.2917, 1.1688], [-1.0102, -1.1792, -0.4873], [3.0647, 0.8797, -0.4162], [1.8213, -0.1182, -0.4046], [1.2495, -0.4813, 0.9606], [-3.0286, 1.1494, 1.1684], [-1.9225, -0.2966, -0.0890], [0.4138, -1.6023, 1.0646], [-0.8951, -1.8419, -1.4536], [1.0248, -3.1281, 0.4332], [-4.2500, 1.9338, -0.4999], [-2.6068, 0.1505, -2.0356], [-1.8338, -0.1881, 2.0672], [3.2302, 1.2966, -1.3906], [2.7807, 1.9055, -0.0253], [3.8771, 0.4814, -0.0546], [2.4261, -1.0470, -0.7591], [1.0760, 0.2062, -1.1552], [2.0326, -0.5399, 1.7175], [0.6842, 0.2684, 1.3468]]
}


{
  "formula": "C7H10ClNO3",
  "method": "ωB97M-V/def2-TZVPD",
  "homo_ev": [-7.04, -5.39],
  "spin_multiplicity": 1,
  "gap_ha": [0.2459, 0.1146],
  "elements": ["C", "C", "C", "C", "C", "C", "C", "N", "O", "O", "O", "Cl", "H", "H", "H", "H", "H", "H", "H", "H", "H", "H"],
  "positions_angstrom": [[-1.4638, -1.6331, 1.8965], [1.1766, 1.5854, 0.0525], [-0.8651, 0.2125, -0.7967], [-0.4042, -1.1549, -0.1621], [0.3350, 1.0656, -0.9964], [-2.5925, -2.4235, -0.0206], [3.3722, 2.5332, 0.1682], [-1.4948, -1.6850, 0.6013], [-1.6520, -1.7572, 3.0675], [1.0756, 1.1365, 1.1855], [2.0460, 2.5320, -0.3638], [0.3335, 1.9717, -2.5089], [-1.3446, 0.0439, -1.7174], [-1.7321, 0.5913, -0.1742], [-0.1499, -1.8539, -0.9320], [0.4264, -0.8342, 0.5205], [-2.5414, -2.2792, -1.0983], [-2.4846, -3.4757, 0.2090], [-3.4793, -2.0663, 0.3844], [3.7514, 1.4607, 0.0876], [3.5947, 3.0789, 1.1426], [4.0929, 2.9512, -0.5452]]
}


{
  "formula": "C7H10ClNS2",
  "method": "ωB97M-V/def2-TZVPD",
  "homo_ev": [-4.24, -9.25],
  "spin_multiplicity": 3,
  "gap_ha": [0.1775, 0.2599],
  "elements": ["C", "C", "C", "C", "C", "C", "C", "N", "S", "S", "Cl", "H", "H", "H", "H", "H", "H", "H", "H", "H", "H"],
  "positions_angstrom": [[-0.0935, -0.3852, -0.6319], [-0.1153, -0.5384, 0.6939], [1.1036, 0.0710, -1.4039], [1.0773, -0.3133, 1.5695], [2.3681, 0.0056, -0.5454], [2.0929, 0.5679, 0.8448], [-2.5584, -1.1463, -0.0544], [-3.7554, -1.5053, -0.0202], [-1.5882, -0.7029, -1.4943], [-1.6319, -1.0479, 1.4326], [-3.4826, 2.2259, 0.0262], [1.2182, -0.5452, -2.2991], [0.9321, 1.1006, -1.7307], [0.7625, 0.1447, 2.5079], [1.5279, -1.2825, 1.8090], [2.7011, -1.0287, -0.4555], [3.1620, 0.5725, -1.0333], [1.6943, 1.5804, 0.7519], [3.0155, 0.6179, 1.4247], [-4.1736, 3.1705, -0.4937], [-4.2566, -1.5614, -0.8981]]
}


{
  "formula": "C7H10ClOPS",
  "method": "ωB97M-V/def2-TZVPD",
  "homo_ev": [-7.74, -7.74],
  "spin_multiplicity": 1,
  "gap_ha": [0.2728, 0.2728],
  "elements": ["C", "C", "C", "C", "C", "C", "C", "O", "P", "S", "Cl", "H", "H", "H", "H", "H", "H", "H", "H", "H", "H"],
  "positions_angstrom": [[1.3275, -2.3248, 0.1452], [0.7201, -1.1742, 0.4980], [1.4567, 0.0279, 0.6302], [3.2433, -0.6685, 0.2865], [-1.9032, -1.8332, 0.1309], [1.3760, 2.9263, -1.1987], [-0.8072, -0.9586, 0.7850], [2.0054, 2.4607, -0.0080], [1.1830, 1.7325, 1.2378], [3.0231, -2.2736, -0.2301], [4.6130, 0.2324, -0.0173], [0.8165, -3.2318, 0.3404], [-1.7970, -1.5682, -0.9882], [-2.8329, -1.5240, 0.4189], [-1.7672, -2.8115, 0.4246], [1.9892, 3.8536, -1.6446], [0.2497, 3.2505, -0.9178], [1.4831, 2.0336, -1.8132], [-0.8153, -1.0271, 1.8145], [-0.8980, 0.0166, 0.5188], [2.3252, 1.8900, 2.0553]]
}


Number 1: energy -917.2391 a.u.. Number 2: energy -1334.1293 a.u.. Number 3: energy -972.2638 a.u.. Number 4: energy -1013.2173 a.u.. Number 5: energy -1583.9146 a.u.. Number 6: energy -1547.5211 a.u..